[1]
A 4-piece molecular cluster, C3H12O4 overall in a non-equilibrium geometry, computed with the ωB97M-V functional and the def2-TZVPD basis.

Bonds (Å) are listed after each position.
Geometry (Å):
1 C 0.80732 -1.38137 0.80371  C2 1.364, H5 1.087, H6 1.122
2 C -0.13325 -0.52973 0.30366  C1 1.364, C3 1.526, O4 1.346
3 C -1.52858 -1.02798 -0.06013  C2 1.526, H7 1.075, H8 1.083, H9 1.083
4 O 0.03362 0.77184 0.60542  C2 1.346, H10 0.972
5 H 0.57052 -2.44131 0.84332  C1 1.087
6 H 1.89373 -1.11014 0.87385  C1 1.122
7 H -1.61750 -2.04524 0.27547  C3 1.075
8 H -1.61609 -1.03895 -1.13924  C3 1.083
9 H -2.31521 -0.47585 0.43966  C3 1.083
10 H -0.20278 0.95461 1.53045  O4 0.972
11 O 0.98637 1.67046 -2.21939  H12 0.997, H13 0.982
12 H 0.18115 2.10046 -2.62054  O11 0.997
13 H 0.60187 1.25420 -1.41747  O11 0.982
14 O -0.58291 1.77316 3.30632  H15 0.973, H16 1.000
15 H -0.28339 1.55677 4.20632  O14 0.973
16 H -0.70705 2.75715 3.17801  O14 1.000
17 O 0.40257 -1.76452 -2.66333  H18 0.993, H19 1.024
18 H 0.78748 -0.99972 -2.16105  O17 0.993
19 H 1.11712 -2.48504 -2.52432  O17 1.024

Summary:
- SMILES = C=C(C)O.O.O.O
- E (eV) = -11494.1974
- 2S+1 = 1
- gap between HOMO and LUMO (eV) = 9.3271

Löwdin population analysis, charges in e, atoms 1 to 6: C 0.056; C -0.476; C -0.027; O -0.028; H 0.055; H 0.083

---

[2]
A 4-piece molecular cluster, C3H12O4 overall in a non-equilibrium geometry, computed with the ωB97M-V functional and the def2-TZVPD basis.

Bonds (Å) are listed after each position.
Geometry (Å):
1 C 1.87442 -0.48227 -1.28519  C2 1.325, H5 1.038, H6 1.016
2 C 0.59354 -0.54460 -1.61879  C1 1.325, C3 1.494, H7 1.226
3 C -0.28735 0.65751 -1.50773  C2 1.494, O4 1.392, H8 1.118, H9 1.176
4 O -1.43523 0.42345 -0.75557  C3 1.392, H10 0.998
5 H 2.55726 -1.26360 -1.31024  C1 1.038
6 H 2.06653 0.50184 -1.11964  C1 1.016
7 H 0.23855 -1.71414 -1.70870  C2 1.226
8 H 0.20498 1.55385 -1.05489  C3 1.118
9 H -0.68295 0.83174 -2.60107  C3 1.176
10 H -1.85077 1.29786 -0.51342  O4 0.998
11 O -2.32804 -1.42507 0.98854  H12 0.962, H13 0.895
12 H -1.71765 -2.14719 1.16688  O11 0.962
13 H -2.23662 -0.95128 0.23505  O11 0.895
14 O 0.30631 -0.52552 1.62477  H15 0.931, H16 0.986
15 H -0.57716 -0.28473 1.79560  O14 0.931
16 H 0.67787 -0.48877 2.53768  O14 0.986
17 O 1.55638 1.82214 1.38208  H18 0.939, H19 1.006
18 H 2.35656 1.58442 1.81172  O17 0.939
19 H 1.08434 0.93624 1.31271  O17 1.006

Summary:
- SMILES = C=CCO.O.O.O
- E (eV) = -11493.3547
- 2S+1 = 1
- gap between HOMO and LUMO (eV) = 10.2695

Löwdin population analysis, charges in e, atoms 1 to 6: C 0.002; C -0.173; C -0.293; O -0.114; H 0.044; H 0.021